1.
Formula: C5H7N
Source: the Open Molecules 2025 dataset
Level of theory: ωB97M-V/def2-TZVPD

The highest occupied orbital energy is -0.3213 Ha. Its structure (SMILES) is C1CC2=N[C@H]2C1. Its charge is 0.

Cartesian coordinates (Å):
C  -0.45  -0.63  0.69
C  -0.67  -0.93  -0.80
C  -0.34  0.38  -1.30
N  -0.53  1.64  -1.19
C  0.73  1.17  -0.59
C  0.57  0.46  0.88
H  -1.31  -0.27  1.19
H  0.07  -1.43  1.16
H  -1.60  -1.21  -1.00
H  0.06  -1.71  -1.14
H  1.71  1.32  -0.93
H  0.17  1.02  1.78
H  1.60  0.18  1.24

***

2.
Formula: C5H7N
Source: the Open Molecules 2025 dataset
Level of theory: ωB97M-V/def2-TZVPD

The highest occupied orbital energy (alpha / beta) is -0.3422 / -0.3423 Ha. Its charge is 0.

Cartesian coordinates (Å):
N  -2.75  -1.63  1.26
C  -1.93  -0.84  1.04
C  -1.02  0.24  0.91
C  0.44  -0.09  0.98
C  1.08  0.57  -0.26
C  0.10  0.23  -1.39
H  -0.89  0.49  -1.00
H  0.76  0.38  1.92
H  0.68  -1.16  1.01
H  1.12  1.66  -0.13
H  2.10  0.21  -0.43
H  0.10  -0.85  -1.61
H  0.22  0.80  -2.31

***

3.
Formula: C5H7N
Source: the Open Molecules 2025 dataset
Level of theory: ωB97M-V/def2-TZVPD

As for the multiplicity: 3. The highest occupied orbital energy (alpha / beta) is -0.2389 / -0.3600 Ha. Its charge is 0.

Cartesian coordinates (Å):
C  -2.21  0.40  -0.26
C  1.07  0.79  0.25
C  -0.31  -0.87  -0.85
C  -0.06  0.58  1.11
C  0.43  -0.56  0.39
N  -1.61  -0.28  -1.09
H  -3.25  0.92  -0.22
H  0.90  1.43  -0.73
H  2.14  0.85  0.57
H  0.20  -0.87  -1.79
H  -0.62  -1.92  -0.63
H  -0.33  0.87  2.08
H  1.18  -1.28  0.73

***

4.
Formula: C5H7N2
Source: the Open Molecules 2025 dataset
Level of theory: ωB97M-V/def2-TZVPD

The highest occupied orbital energy is -0.6216 Ha. Its charge is +1.

Cartesian coordinates (Å):
C  -2.58  0.62  -0.11
C  -1.66  -1.02  0.14
C  -0.73  0.14  -0.14
C  0.21  0.05  -1.33
C  0.03  0.55  1.23
N  -2.88  -0.67  0.23
N  -1.67  1.40  -0.29
H  -1.18  -1.93  0.15
H  0.41  1.15  -1.50
H  -0.51  -0.31  -2.14
H  0.99  -0.73  -1.19
H  0.85  1.12  0.93
H  0.41  -0.33  1.89
H  -0.66  0.97  1.86

***

5.
Formula: C5H7N2
Source: the Open Molecules 2025 dataset
Level of theory: ωB97M-V/def2-TZVPD

The highest occupied orbital energy is -0.5435 Ha. Its charge is +1.

Cartesian coordinates (Å):
C  -2.61  0.09  0.11
C  -1.58  -1.08  -0.11
C  1.57  -1.22  -0.06
C  1.04  0.02  -0.15
C  1.31  1.50  -0.07
N  -1.71  0.96  -0.10
N  -0.70  -0.13  -0.25
H  -3.64  0.16  0.38
H  -1.36  -2.10  0.21
H  1.06  -2.19  0.11
H  2.64  -1.35  -0.06
H  1.14  1.98  -1.04
H  2.32  1.65  0.43
H  0.51  1.72  0.61

***

6.
Formula: C5H7N2
Source: the Open Molecules 2025 dataset
Level of theory: ωB97M-V/def2-TZVPD

The highest occupied orbital energy is -0.5879 Ha. Its charge is +1.

Cartesian coordinates (Å):
C  -1.77  -1.06  0.19
C  -1.00  1.28  0.15
C  0.34  1.01  -0.70
C  1.12  -1.13  0.77
C  0.37  -1.46  -0.44
N  -1.68  0.08  0.14
N  0.79  -0.26  -0.37
H  -0.72  1.68  1.18
H  -1.56  2.19  -0.33
H  0.12  0.95  -1.77
H  1.26  1.64  -0.33
H  0.45  -1.13  1.75
H  2.04  -1.58  0.84
H  0.23  -2.22  -1.08

***

7.
Formula: C5H7N2
Source: the Open Molecules 2025 dataset
Level of theory: ωB97M-V/def2-TZVPD

The highest occupied orbital energy is -0.4937 Ha. Its charge is +1.

Cartesian coordinates (Å):
C  -0.16  -0.83  0.94
C  0.73  -0.07  0.16
C  -0.81  0.07  0.23
C  -2.74  0.12  -0.27
C  1.82  -0.25  -0.81
N  -3.64  0.92  -0.46
N  2.13  0.38  0.46
H  -0.01  -1.57  1.68
H  2.31  -1.23  -1.00
H  1.83  0.20  -1.78
H  -3.71  1.88  -0.30
H  2.74  -0.08  1.17
H  -2.74  -0.94  -0.51
H  2.26  1.39  0.49

***

8.
Formula: C5H7N2
Source: the Open Molecules 2025 dataset
Level of theory: ωB97M-V/def2-TZVPD

The highest occupied orbital energy is -0.4887 Ha. Its structure (SMILES) is C=NC1=[NH+]C=CC1. Its charge is +1.

Cartesian coordinates (Å):
C  2.81  0.03  0.13
N  1.68  -0.20  -0.28
C  0.43  -0.15  -0.13
N  -0.41  -1.11  -0.15
C  -1.74  -0.88  -0.01
C  -2.01  0.44  0.08
C  -0.76  1.16  -0.18
H  2.88  0.24  1.16
H  3.71  -0.12  -0.47
H  -0.08  -2.10  0.06
H  -2.25  -1.73  0.23
H  -2.94  0.93  0.15
H  -0.75  1.53  -1.21
H  -0.57  1.96  0.62

***

9.
Formula: C5H7N2
Source: the Open Molecules 2025 dataset
Level of theory: ωB97M-V/def2-TZVPD

The highest occupied orbital energy (alpha / beta) is -0.5326 / -0.5389 Ha. Its charge is +1.

Cartesian coordinates (Å):
C  -2.49  0.81  0.03
C  -1.46  0.27  -0.02
C  -0.36  -2.21  0.06
C  0.21  0.25  0.06
C  0.76  1.06  -1.04
N  0.34  -1.15  0.01
N  0.39  0.67  1.35
H  0.02  -3.22  0.05
H  -1.49  -2.10  0.04
H  0.22  2.07  -1.07
H  0.85  0.57  -2.12
H  1.79  1.48  -0.77
H  0.34  -0.03  2.06
H  0.86  1.56  1.36

***

10.
Formula: C5H7N2
Source: the Open Molecules 2025 dataset
Level of theory: ωB97M-V/def2-TZVPD

The highest occupied orbital energy is -0.5511 Ha. Its charge is +1.

Cartesian coordinates (Å):
C  3.05  0.23  1.10
C  2.06  -0.43  0.62
C  0.38  -0.86  -0.25
C  -0.74  -1.09  -1.17
C  0.86  1.72  -0.27
N  1.02  0.33  0.01
N  1.33  -1.63  0.28
H  -0.46  -1.93  -1.92
H  -0.85  -0.09  -1.73
H  -1.68  -1.44  -0.61
H  0.10  2.24  0.46
H  1.87  2.19  -0.15
H  0.54  1.83  -1.28
H  1.60  -2.56  0.39

***

The evaluated energy relative to the best compared isomer or geometry (same formula, charge and spin) for the records listed, in turn: 86.8 93.6 46.2 146.8 165.9 146.4 176.2 81.1 247.0 167.8 kcal per mole.